1.
{"formula": "C19H22N2Pt", "method": "ωB97M-V/def2-TZVPD", "homo_lumo_gap_ev": [5.57, 6.06], "multiplicity": 3, "s_squared": 2.01, "elements": ["C", "C", "H", "H", "H", "H", "H", "H", "C", "C", "C", "C", "H", "H", "H", "H", "N", "C", "C", "N", "C", "C", "C", "H", "H", "C", "H", "H", "Pt", "C", "H", "H", "H", "C", "C", "C", "C", "C", "C", "H", "H", "H", "H", "H"], "coordinates": [[1.6772, -3.6719, 0.9846], [0.6384, -3.5019, 2.0250], [1.3760, -4.5500, 0.4204], [2.7420, -3.6599, 1.2852], [1.4889, -2.7607, 0.3669], [0.3228, -2.4399, 1.6402], [-0.1918, -4.2006, 1.9067], [1.0154, -3.5365, 3.0384], [2.2690, 0.7165, -1.6263], [2.5905, 1.5986, -2.6411], [1.9292, 2.8259, -2.7168], [0.9682, 3.1799, -1.7840], [2.7347, -0.2424, -1.4432], [3.3427, 1.3032, -3.3429], [2.1714, 3.5278, -3.5098], [0.4185, 4.1168, -1.7557], [1.2820, 1.1045, -0.7971], [0.6258, 2.2930, -0.7782], [-0.3551, 2.4746, 0.2867], [-0.5401, 1.4191, 1.1191], [-1.3389, 1.3374, 2.2009], [-1.9797, 3.5805, 1.6640], [-2.0812, 2.4645, 2.4888], [-1.3288, 0.4076, 2.7591], [-2.7122, 2.4308, 3.3520], [-1.1306, 3.5895, 0.5635], [-0.9916, 4.4114, -0.1357], [-2.5584, 4.4718, 1.8760], [0.5817, -0.1051, 0.5916], [2.0397, 0.0804, 2.0223], [1.5413, 0.3619, 2.9242], [2.6927, 0.8462, 1.6693], [2.5282, -0.8692, 2.0975], [-2.8394, -2.0897, -2.2453], [-3.1237, -1.8090, -0.8951], [-2.0926, -1.3524, -0.0486], [-0.8293, -1.1232, -0.5769], [-0.5123, -1.4942, -1.8739], [-1.5313, -1.9508, -2.7327], [-3.6436, -2.4236, -2.9105], [-4.1358, -1.9601, -0.5010], [-2.2721, -1.1703, 1.0100], [0.5171, -1.4217, -2.2082], [-1.3052, -2.2091, -3.7695]]}


2.
{"formula": "C19H22N2S", "method": "ωB97M-V/def2-TZVPD", "homo_lumo_gap_ev": 8.31, "smiles": "C[C@@H](N)[C@@H](C)c1c[nH]c2ccc(SCc3ccccc3)cc12", "elements": ["C", "C", "N", "C", "C", "C", "C", "N", "C", "C", "C", "C", "S", "C", "C", "C", "C", "C", "C", "C", "C", "C", "H", "H", "H", "H", "H", "H", "H", "H", "H", "H", "H", "H", "H", "H", "H", "H", "H", "H", "H", "H", "H", "H"], "coordinates": [[-1.6388, 3.9579, 3.0473], [-0.7386, 3.2524, 1.9826], [0.6261, 3.4975, 2.4335], [-0.7631, 1.7765, 1.7023], [-0.5240, 0.8718, 3.0478], [-2.0628, 1.1956, 1.0479], [-3.3759, 1.2752, 1.5948], [-4.1443, 0.4067, 0.7926], [-3.3193, -0.1876, -0.1154], [-3.6865, -1.2673, -0.9121], [-2.7214, -1.8466, -1.6802], [-1.3748, -1.4154, -1.6097], [-0.1927, -2.3277, -2.5775], [1.4580, -1.3596, -2.5673], [2.7405, -2.0835, -2.4451], [3.7879, -1.5087, -1.7013], [4.9753, -2.1896, -1.4722], [5.1151, -3.4214, -2.2211], [4.1268, -3.8630, -3.1613], [2.9386, -3.1559, -3.2785], [-0.9880, -0.3747, -0.7672], [-1.9888, 0.2778, -0.0290], [-1.4412, 5.0817, 3.1208], [-1.5489, 3.4857, 4.0395], [-2.6393, 3.7755, 2.6914], [-0.8415, 3.7896, 1.0196], [0.7456, 3.2367, 3.4345], [1.3826, 3.2314, 1.8504], [0.0654, 1.7162, 0.9381], [-1.0415, -0.0845, 2.9973], [0.4822, 0.7216, 3.3981], [-1.1666, 1.4172, 3.8254], [-3.6650, 1.9988, 2.3513], [-5.1605, 0.1491, 0.7925], [-4.7895, -1.5521, -0.8858], [-2.9739, -2.7563, -2.2418], [1.4303, -0.7594, -3.5736], [1.3989, -0.4890, -1.9184], [3.4813, -0.5111, -1.4978], [5.7935, -1.7067, -0.8753], [5.9897, -4.0356, -2.1261], [4.1084, -4.7184, -3.8969], [2.0759, -3.4399, -3.8676], [0.0645, -0.0610, -0.6868]]}


3.
{"formula": "C19H22N3O7Ru", "method": "ωB97M-V/def2-TZVPD", "homo_lumo_gap_ev": [7.65, 7.33], "multiplicity": 2, "s_squared": 0.76, "elements": ["Ru", "O", "C", "O", "C", "O", "C", "C", "O", "O", "H", "H", "H", "H", "H", "C", "N", "C", "C", "C", "C", "C", "C", "C", "C", "H", "H", "H", "H", "H", "H", "H", "H", "H", "H", "H", "H", "O", "N", "N", "O", "C", "C", "C", "C", "C", "C", "H", "H", "H", "H", "H"], "coordinates": [[-0.0040, 0.5295, 0.0210], [3.1946, -2.3054, 0.7067], [2.4619, -1.2398, 1.0188], [2.3044, -0.3085, 0.2569], [1.9513, -1.3034, 2.4544], [0.6290, -0.8551, 2.6071], [-0.3573, -1.8569, 2.5611], [-0.6903, -2.3257, 1.1031], [-1.3826, -3.3148, 0.9602], [-0.1807, -1.6042, 0.1973], [3.5202, -2.2499, -0.2076], [2.0888, -2.3235, 2.8393], [2.5876, -0.6111, 3.0236], [-0.0804, -2.7406, 3.1530], [-1.2580, -1.4089, 2.9882], [-3.0232, 1.8091, -0.4060], [-2.5308, 0.4437, -0.2778], [-3.2573, -0.2451, 0.7777], [-2.6323, -0.2617, -1.5582], [-1.5425, 0.1701, -2.5030], [-1.7727, 0.2721, -3.8682], [-0.7544, 0.6606, -4.7216], [0.5069, 0.9381, -4.2216], [0.7500, 0.8265, -2.8584], [-0.2696, 0.4354, -2.0086], [-4.0939, 1.8160, -0.6533], [-2.4697, 2.3305, -1.1850], [-2.8737, 2.3364, 0.5347], [-4.3391, -0.2227, 0.5861], [-3.0553, 0.2426, 1.7323], [-2.9433, -1.2848, 0.8348], [-3.6226, -0.0987, -2.0103], [-2.5135, -1.3346, -1.3739], [-2.7585, 0.0619, -4.2566], [-0.9510, 0.7605, -5.7777], [1.2958, 1.2498, -4.8889], [1.7415, 1.0445, -2.4634], [-0.2716, 2.5699, -0.3639], [0.4948, 3.3779, 0.3000], [0.9992, 2.8293, 1.4225], [0.5807, 1.6407, 1.7921], [1.9482, 3.4924, 2.1375], [2.1961, 4.8550, 1.8980], [3.1384, 5.5105, 2.6565], [3.8611, 4.8391, 3.6378], [3.6264, 3.4849, 3.8569], [2.6746, 2.8130, 3.1286], [1.6094, 5.3634, 1.1512], [3.3114, 6.5616, 2.4841], [4.5874, 5.3658, 4.2397], [4.2004, 2.9460, 4.5960], [2.4690, 1.7657, 3.2873]]}


4.
{"formula": "C19H22N4O", "method": "ωB97M-V/def2-TZVPD", "homo_lumo_gap_ev": 7.90, "smiles": "C[C@@H](c1ccccc1)n1cc(-c2cc(N(C)C)c(=O)n(C)c2)cn1", "elements": ["C", "C", "C", "C", "C", "C", "C", "C", "N", "C", "C", "C", "C", "C", "N", "C", "C", "C", "O", "N", "C", "C", "C", "N", "H", "H", "H", "H", "H", "H", "H", "H", "H", "H", "H", "H", "H", "H", "H", "H", "H", "H", "H", "H", "H", "H"], "coordinates": [[-2.2809, -2.9320, -2.9472], [-2.6070, -1.4483, -2.5997], [-3.7124, -1.5228, -1.4876], [-4.5946, -0.4939, -1.4944], [-5.7499, -0.5215, -0.6393], [-5.8245, -1.5102, 0.3242], [-4.9208, -2.5647, 0.3529], [-3.7717, -2.5548, -0.4932], [-1.2560, -0.8571, -2.2518], [-0.7258, -0.7234, -0.9449], [0.4302, -0.0783, -0.9817], [1.3193, 0.4677, 0.1149], [2.5651, 1.0598, -0.1587], [3.3018, 1.5947, 0.9214], [4.5917, 2.2108, 0.6867], [4.6382, 3.6522, 0.8590], [5.8542, 1.5813, 1.0272], [2.8168, 1.4757, 2.3110], [3.5023, 1.7936, 3.2394], [1.6113, 0.7341, 2.4921], [0.9838, 0.4297, 3.8456], [0.8223, 0.3616, 1.4597], [0.4461, 0.3522, -2.4188], [-0.5633, -0.0779, -3.1257], [-1.7082, -3.0391, -3.9047], [-3.1835, -3.5767, -3.0916], [-1.6005, -3.3708, -2.2258], [-2.9084, -0.8327, -3.5051], [-4.3801, 0.2858, -2.2626], [-6.5728, 0.2167, -0.7902], [-6.6988, -1.5618, 0.9238], [-5.0234, -3.4123, 1.0602], [-3.0872, -3.3691, -0.3474], [-1.0880, -1.1218, -0.0056], [2.9168, 1.0589, -1.1773], [3.8019, 3.8946, 0.3616], [4.7158, 4.0350, 1.9505], [5.4543, 3.9800, 0.2151], [6.6366, 2.1554, 0.5837], [5.9731, 0.5813, 0.7347], [6.1656, 1.7249, 2.0891], [1.7055, 0.8088, 4.5120], [0.8429, -0.6579, 3.9511], [0.0153, 0.9015, 4.0663], [-0.1021, -0.0149, 1.6823], [1.2489, 0.8856, -2.9113]]}


5.
{"formula": "C19H22N4O3S", "method": "ωB97M-V/def2-TZVPD", "homo_lumo_gap_ev": 8.71, "smiles": "CCOC(=O)N1CCN(C(=O)c2nn(C)c3c2CSc2ccccc2-3)CC1", "elements": ["C", "C", "O", "C", "O", "N", "C", "C", "N", "C", "O", "C", "N", "N", "C", "C", "C", "C", "S", "C", "C", "C", "C", "C", "C", "C", "C", "H", "H", "H", "H", "H", "H", "H", "H", "H", "H", "H", "H", "H", "H", "H", "H", "H", "H", "H", "H", "H", "H"], "coordinates": [[-2.6470, 3.9467, -1.1123], [-2.4645, 3.0769, 0.1229], [-3.1211, 1.8189, -0.0125], [-2.4685, 0.8805, -0.7178], [-1.3852, 1.0399, -1.2323], [-3.2095, -0.2622, -0.8431], [-4.2724, -0.5452, 0.0997], [-3.6439, -1.0538, 1.4209], [-2.3108, -1.5507, 1.1387], [-1.2578, -0.7784, 1.5356], [-1.4002, 0.1276, 2.3426], [0.0761, -1.0718, 0.9783], [0.5229, -2.2634, 0.5859], [1.7702, -2.0960, 0.1648], [2.5184, -3.2568, -0.2230], [2.1623, -0.8002, 0.2614], [1.0867, -0.1096, 0.8065], [1.0964, 1.3399, 1.0829], [2.7394, 1.8090, 1.7354], [3.8032, 0.9870, 0.5905], [5.0543, 1.5484, 0.3713], [5.9414, 0.9660, -0.5132], [5.5700, -0.1727, -1.2098], [4.3345, -0.7494, -0.9836], [3.4434, -0.2079, -0.0588], [-2.2801, -2.3737, -0.0489], [-2.5172, -1.4612, -1.2766], [-2.1759, 3.4724, -1.9697], [-2.1850, 4.9156, -0.9461], [-3.7047, 4.0873, -1.3222], [-2.9235, 3.5339, 1.0018], [-1.4013, 2.9028, 0.3121], [-4.9113, -1.3080, -0.3527], [-4.8591, 0.3557, 0.2674], [-3.5387, -0.2408, 2.1416], [-4.2476, -1.8532, 1.8599], [2.5454, -3.3651, -1.3101], [2.0147, -4.1246, 0.2005], [3.5357, -3.1971, 0.1635], [0.3696, 1.6002, 1.8505], [0.9128, 1.9202, 0.1744], [5.3160, 2.4519, 0.9001], [6.9109, 1.4121, -0.6750], [6.2428, -0.6141, -1.9296], [4.0502, -1.6210, -1.5508], [-1.3237, -2.8883, -0.1138], [-3.0790, -3.1138, 0.0463], [-3.1185, -1.9690, -2.0362], [-1.5706, -1.1449, -1.7177]]}


6.
{"formula": "C19H22N4O4", "method": "ωB97M-V/def2-TZVPD", "homo_lumo_gap_ev": 8.77, "smiles": "[H]/N=C(/N)NCCCCN1C(=O)c2ccc(C#C)c(CCOC(C)=O)c2C1=O", "elements": ["H", "N", "C", "N", "N", "C", "C", "C", "C", "N", "C", "O", "C", "C", "C", "C", "C", "C", "C", "C", "C", "O", "C", "C", "O", "C", "C", "O", "H", "H", "H", "H", "H", "H", "H", "H", "H", "H", "H", "H", "H", "H", "H", "H", "H", "H", "H", "H", "H"], "coordinates": [[2.4913, 3.7119, -3.2330], [2.3092, 4.0971, -2.3018], [1.0746, 4.4037, -2.2355], [0.5959, 4.9196, -0.9762], [0.1194, 4.2404, -3.2691], [-0.8268, 3.1192, -2.9875], [-0.1273, 1.8583, -2.4465], [-1.0561, 0.5857, -2.4585], [-0.3760, -0.6764, -3.0583], [0.4762, -1.4210, -2.1314], [1.5584, -0.7588, -1.4965], [2.6520, -0.5073, -1.9006], [0.9798, -0.4645, -0.0917], [1.2932, 0.4940, 0.8543], [0.5198, 0.4980, 2.0286], [-0.5056, -0.4337, 2.2439], [-1.3064, -0.4326, 3.4650], [-2.0806, -0.3609, 4.3890], [-0.8204, -1.4338, 1.2769], [-1.9105, -2.4873, 1.4751], [-1.2128, -3.7574, 2.0742], [-0.7162, -3.4443, 3.3859], [0.6396, -3.6052, 3.5020], [1.5297, -2.4294, 3.9397], [1.1800, -4.6606, 3.3098], [-0.0734, -1.4076, 0.1114], [-0.1321, -2.2745, -1.1647], [-0.5223, -3.3864, -1.3527], [0.8496, 5.8940, -0.8654], [1.0692, 4.3453, -0.2853], [0.6293, 3.9704, -4.1079], [-1.2968, 2.8953, -3.9641], [-1.6190, 3.5036, -2.3229], [0.7402, 1.6396, -3.1016], [0.2589, 1.9545, -1.4188], [-1.9350, 0.8668, -3.0727], [-1.4448, 0.4000, -1.4392], [-1.1885, -1.3638, -3.3581], [0.1502, -0.3635, -3.9764], [2.0971, 1.2059, 0.6546], [0.7075, 1.2568, 2.7942], [-2.8188, -0.2686, 5.1662], [-2.6834, -2.1710, 2.1897], [-2.3426, -2.7293, 0.4926], [-1.8810, -4.6329, 2.0554], [-0.3397, -4.0120, 1.4450], [2.3814, -2.7800, 4.5369], [0.9736, -1.7030, 4.5623], [1.9399, -1.8946, 3.0638]]}